11
Properties=species:S:1:pos:R:3:forces:R:3 method="wB97M-V/def2-TZVPD" max_force_ev_per_a=0.4 orbital_gap_ev=9.4581 spin_multiplicity=1 smiles="O=c1cccco1" e_lumo_ev=0.266
O -1.038 -2.355 -0.796 -0.102 0.298 0.244
C -0.714 -1.279 -0.379 -0.006 -0.203 0.040
C 0.009 -0.979 0.852 0.098 0.062 -0.031
C 0.687 0.183 0.960 -0.060 -0.079 -0.041
C 0.576 1.182 -0.068 -0.167 -0.024 -0.097
C -0.351 0.986 -1.023 0.228 0.106 0.094
O -1.052 -0.156 -1.138 0.109 -0.046 -0.094
H 0.030 -1.756 1.608 0.081 0.076 -0.165
H 1.302 0.386 1.832 -0.072 -0.071 -0.099
H 1.180 2.079 -0.068 -0.190 -0.021 0.088
H -0.630 1.709 -1.780 0.082 -0.097 0.062